[1]
This record from the Open Molecules 2025 dataset describes C25H28HfN7O6 as an isolated structure. The level of theory is ωB97M-V/def2-TZVPD.

Calculated total energy (Eh): -1852.2102
Energy relative to the best compared isomer or geometry (same formula, charge and spin) (eV): 1.018

Geometry as ORCA input:
```
! RIJCOSX wB97M-V def2-TZVPD def2/J DEFGRID3
* xyz 1 1
Hf 0.76112 -0.25343 0.23889
O -3.37688 -0.87726 2.14254
C -2.10221 -0.65486 1.89818
O -1.68757 0.14838 1.08419
C -1.15711 -1.43516 2.73929
C -1.49763 -2.18980 3.84119
C -0.46145 -2.76218 4.57878
C 0.84960 -2.54638 4.19518
C 1.08888 -1.78076 3.06154
N 0.10501 -1.25378 2.34863
C 2.47184 -1.47310 2.52848
O 3.45663 -1.93857 3.03243
O 2.41127 -0.67612 1.48667
H -3.91241 -0.31786 1.55103
H -2.53363 -2.31571 4.12001
H -0.68785 -3.35868 5.45221
H 1.69263 -2.94958 4.73906
C 4.08475 -1.07966 -2.43149
C 2.88177 -1.33063 -1.58602
O 2.20836 -0.27093 -1.21993
C 2.52688 -2.60435 -1.17626
C 1.37591 -2.87877 -0.40598
C 1.39964 -3.96525 0.61879
N 0.21195 -2.21119 -0.54725
N -0.00150 -1.73102 -1.89770
C -0.41425 -0.52482 -2.12568
O -0.48011 0.46095 -1.22697
C -0.79653 -0.16513 -3.51248
C -0.67095 -1.08705 -4.54947
C -1.02539 -0.72681 -5.83775
C -1.50998 0.54910 -6.09871
C -1.64123 1.46604 -5.06656
C -1.28279 1.11188 -3.77416
H 4.25998 -0.01282 -2.53532
H 3.94209 -1.52170 -3.41878
H 4.96292 -1.55089 -1.98845
H 3.25645 -3.39044 -1.32239
H 1.53424 -4.91066 0.08421
H 0.45068 -4.02049 1.14959
H 2.23839 -3.87493 1.30935
H -0.29660 -2.07890 -4.33768
H -0.92676 -1.44122 -6.64426
H -1.78342 0.82612 -7.10843
H -2.02325 2.45794 -5.26859
H -1.38418 1.82349 -2.96730
C 1.02376 2.00167 2.54729
N 1.29284 3.33773 3.00911
C 0.25760 4.24043 2.49621
N 0.22968 4.24395 1.03285
C -0.05135 2.91388 0.55927
N 0.99186 1.92049 1.03682
C 2.33996 2.43918 0.53740
N 2.60120 3.76877 1.01874
C 2.59300 3.76743 2.48336
C 1.54411 4.66560 0.54210
H 0.04819 1.66882 2.90983
H 1.80025 1.32062 2.89517
H 0.46057 5.24959 2.85312
H -0.71652 3.92486 2.87400
H -0.05263 2.88022 -0.52953
H -1.01867 2.57048 0.92453
H 2.30375 2.42937 -0.55299
H 3.10620 1.74360 0.88210
H 2.80324 4.77490 2.84066
H 3.37005 3.09386 2.84754
H 1.53848 4.66868 -0.54867
H 1.74916 5.67588 0.89481
*
```

Atom charges from the natural (NBO) analysis, given in e for atoms 1 to 5: atom 1 (Hf): 2.544, atom 2 (O): -0.626, atom 3 (C): 0.812, atom 4 (O): -0.594, atom 5 (C): 0.077



[2]
This record from the Open Molecules 2025 dataset describes C3H12FN6O3Tl as an isolated structure in a non-equilibrium geometry. The level of theory is ωB97M-V/def2-TZVPD.

Calculated total energy (Eh): -947.3791
Energy relative to the best compared isomer or geometry (same formula, charge and spin) (eV): 0.000

Geometry as ORCA input:
```
! RIJCOSX wB97M-V def2-TZVPD def2/J DEFGRID3
* xyz 2 1
Tl -1.30455 -0.22605 0.15685
F -3.37234 -0.46663 2.17571
C -0.31332 3.42532 -1.26326
O -0.16888 2.41468 -0.54775
N -0.38148 3.35546 -2.62286
N -0.71638 4.61232 -0.77978
H -0.28157 2.39351 -2.91004
H -0.52301 4.08929 -3.29528
H -1.31395 5.14305 -1.38864
H -0.84133 4.55196 0.22046
C -1.65523 -3.98872 -0.36925
O -1.82929 -2.89526 0.20327
N -1.53340 -5.16711 0.27072
N -1.49846 -4.04038 -1.72453
H -1.80706 -5.03757 1.24072
H -2.00869 -5.92093 -0.21126
H -1.20664 -4.91269 -2.13221
H -1.31532 -3.11054 -2.05868
C 2.26147 0.66579 1.63858
O 1.09252 0.57810 1.23233
N 2.68710 1.76390 2.32392
N 3.19294 -0.30439 1.63050
H 3.67955 1.90836 2.37457
H 1.95906 2.42368 2.55226
H 4.12516 0.03914 1.78268
H 3.07310 -1.29428 1.50094
*
```

Atom charges from the natural (NBO) analysis, given in e for atoms 1 to 5: atom 1 (Tl): 1.424, atom 2 (F): -0.320, atom 3 (C): 0.779, atom 4 (O): -0.653, atom 5 (N): -0.762



[3]
This record from the Open Molecules 2025 dataset describes a 11-piece molecular cluster, C4H32N3O10 overall in a non-equilibrium geometry. The level of theory is ωB97M-V/def2-TZVPD.

Calculated total energy (Eh): -1087.8890
Energy relative to the best compared isomer or geometry (same formula, charge and spin) (eV): 6.563

Geometry as ORCA input:
```
! RIJCOSX wB97M-V def2-TZVPD def2/J DEFGRID3
* xyz 1 1
C -2.34713 1.45396 2.38294
C -1.01132 0.89130 2.00721
C -1.03689 -0.62046 1.53442
N -1.34636 -2.47499 -0.80984
C -1.61369 -1.19835 -0.75422
N -1.77263 -0.43874 0.29861
N -3.06198 2.16494 1.11346
H -2.43794 2.13334 3.18138
H -3.06675 0.53389 2.59745
H -0.44436 1.56415 1.28046
H -0.09331 0.99306 2.77034
H -0.04843 -0.95764 1.38208
H -1.34001 -1.34512 2.26437
H -1.47190 -3.13132 -1.50402
H -1.26848 -2.99650 0.16466
H -1.61902 -0.52736 -1.77126
H -3.32231 1.48076 0.44695
H -4.03345 2.54811 1.30922
H -2.31223 2.76601 0.74916
H 1.49466 -1.87383 -1.17534
H 1.49841 -0.87503 -0.07867
O 1.99622 -1.71615 -0.42688
H 3.81110 0.00070 -1.57382
H 3.60741 1.66953 -1.75565
O 3.23483 0.66414 -1.88869
H 3.57873 0.57160 2.48347
H 4.66781 1.17650 1.64673
O 3.70053 1.29328 1.85560
H -0.87948 -0.92051 -3.94327
H -1.24861 0.46089 -4.79859
O -1.14057 -0.06707 -3.89697
H -3.24346 1.29324 -2.16183
H -4.38751 0.74048 -1.29196
O -3.99228 1.58309 -1.63148
H 1.16133 -1.20342 4.38695
H 0.96835 -1.63417 2.76171
O 1.35000 -0.91317 3.46177
H 1.01516 -4.26303 -2.46834
H 0.18081 -3.03905 -2.92178
O 0.75506 -3.39362 -2.18516
H 3.69013 3.64169 -0.19396
H 3.33927 2.34116 0.54658
O 3.63159 2.71479 -0.36059
H 0.74650 3.50937 -2.55873
H 1.28545 2.61073 -1.48950
O 0.60636 3.08552 -1.76347
H 1.10813 -2.80245 0.40821
H 0.57159 -4.22551 1.21700
O 0.54068 -3.26873 1.15327
*
```

Atom charges from the natural (NBO) analysis, given in e for atoms 1 to 5: atom 1 (C): -0.195, atom 2 (C): -0.480, atom 3 (C): -0.240, atom 4 (N): -0.800, atom 5 (C): 0.314